Formula: C33H33AsF6IMoN4OPS
Source: the OMol25 dataset
Level of theory: the ωB97M-V functional and the def2-TZVPD basis

The calculation puts the energy above the lowest of the compared OMol25 structures with the same formula, charge and spin at 633.81 kJ/mol. The expectation value of S² is 0.792. The value obtained for the HOMO energy (alpha / beta) is -10.7 / -10.8 eV. As for the total charge: +1. The calculation puts the total energy at -5511.734058 a.u. Its spin multiplicity is 2.

```
82
Properties=species:S:1:pos:R:3:mulliken_spin:R:1
Mo 1.19370 0.45243 1.90656 -0.2322
N 2.75013 -0.64077 2.12773 0.0230
N 2.05755 1.89047 0.98278 0.0428
C 1.66079 2.75487 -0.00792 0.0247
N 2.57296 3.93509 -0.32968 0.0058
S -0.07190 3.41155 0.00393 0.1163
H 3.07233 -1.50666 1.71773 -0.0039
H 3.39249 -0.39323 2.87731 -0.0024
H 2.80385 2.39627 1.59494 0.0012
H 3.45895 3.87798 0.21151 0.0003
H 2.15907 4.83228 -0.07286 0.0013
I 3.19032 -1.39475 -0.81973 0.0065
C 2.01921 -2.68398 -2.00268 0.0037
C 2.45177 -3.97980 -2.04901 -0.0007
C 1.95981 -4.86511 -3.02677 0.0006
C 1.11949 -4.39480 -3.98873 -0.0011
C 0.66400 -3.05468 -3.96173 0.0004
C -0.13613 -2.56877 -5.02364 0.0010
C -0.54868 -1.27030 -5.05572 -0.0022
C -0.30102 -0.44865 -3.94429 0.0233
C 0.40284 -0.90330 -2.85364 0.0509
P 0.05461 0.09959 -1.34872 0.0466
C 0.58569 1.74867 -1.86138 0.4972
C 1.91890 2.16129 -1.39284 0.0506
C 2.52247 3.52308 -1.81829 0.0218
C 1.58666 4.35329 -2.64074 0.0003
C 0.28601 4.08491 -2.63709 0.0081
C -0.27707 2.95471 -1.81170 0.0382
C -1.76778 0.10190 -1.32708 0.0134
C -2.49193 -0.90228 -1.97431 0.0083
C -3.87218 -0.96075 -1.85389 0.0016
C -4.54690 -0.02822 -1.08152 -0.0010
C -3.83033 0.94236 -0.39323 0.0018
C -2.44845 0.99132 -0.49061 -0.0171
C 1.02886 -2.18640 -2.89034 0.0164
H 3.21630 -4.31673 -1.36262 0.0004
H 2.31321 -5.88678 -3.04810 0.0002
H 0.79966 -5.02955 -4.80518 0.0001
H -0.39067 -3.24976 -5.82612 -0.0001
H -1.12377 -0.88800 -5.88768 0.0005
H -0.74218 0.54027 -3.91604 -0.0076
H 2.65271 1.36385 -1.33138 -0.0157
H 3.51923 3.48133 -2.24634 0.0016
H 1.99297 5.18528 -3.20038 0.0021
H -0.41166 4.70787 -3.18265 0.0010
H -1.33555 2.78354 -1.98296 0.0031
H -1.98432 -1.64373 -2.57613 0.0022
H -4.41913 -1.74307 -2.36319 -0.0001
H -5.62491 -0.07010 -0.99974 0.0000
H -4.34554 1.65881 0.23327 0.0000
H -1.90174 1.69986 0.11281 0.0005
C 0.40449 -0.71982 0.55251 0.2574
C -0.15719 -2.04040 0.50869 -0.0489
C -1.53696 -2.29477 0.61604 0.0283
C -2.00794 -3.58795 0.74010 -0.0094
C -1.12409 -4.65818 0.76293 0.0178
C 0.24242 -4.43105 0.65954 -0.0075
C 0.72096 -3.14333 0.53578 0.0315
H -2.22241 -1.46315 0.65092 0.0030
H -3.07200 -3.76333 0.82991 0.0000
H -1.49852 -5.66611 0.88333 0.0010
H 0.93383 -5.26303 0.68387 0.0002
H 1.78357 -2.96217 0.46283 0.0015
C -1.61189 1.04472 5.91499 -0.0001
N -1.41455 0.35278 4.64877 0.0007
C -2.48080 0.48845 3.66759 0.0003
C -0.29176 -0.25983 4.38280 -0.0025
O 0.00786 -0.77476 3.27188 -0.0002
H -1.68702 2.11547 5.72478 0.0000
H -0.76526 0.86806 6.57343 0.0000
H -2.52764 0.69494 6.39054 0.0000
H -3.41394 0.14357 4.11499 0.0000
H -2.24263 -0.10454 2.79108 0.0017
H -2.58111 1.53558 3.38650 0.0001
H 0.41512 -0.31470 5.21336 -0.0001
F -0.35728 1.55763 2.16108 -0.0095
As 1.23073 3.87835 3.35663 0.0043
F 1.35724 5.61058 3.35892 0.0001
F -0.25557 3.85959 4.32457 0.0003
F 2.19413 3.66422 4.75980 0.0004
F 1.77050 1.11758 3.60203 -0.0053
F 3.35295 3.59291 2.08792 0.0012
```

---

Formula: CH4N2O2S
Source: the OMol25 dataset
Level of theory: the ωB97M-V functional and the def2-TZVPD basis

The calculation puts the energy above the lowest of the compared OMol25 structures with the same formula, charge and spin at 393.94 kJ/mol. The value obtained for the HOMO energy (alpha / beta) is -8.2 / -7.8 eV. The calculation puts the total energy at -698.525280 a.u.

```
10
Properties=species:S:1:pos:R:3:mulliken_charge:R:1
C 0.66622 0.03834 -1.55197 -0.4623
N -0.96635 -0.68912 1.86698 0.2086
N 0.05492 -1.23511 1.98427 -0.2924
O -0.97405 1.00257 0.83724 -0.4145
O 0.85240 1.31662 -0.99028 -0.3035
S 0.37661 1.61113 0.57591 0.3256
H 0.79224 -0.71950 -0.65462 0.1570
H 1.36334 -0.07785 -2.31758 0.2743
H -0.29994 -0.14607 -1.91013 0.2605
H -1.86538 -1.10100 2.16017 0.2467
```

---

Formula: C2H6F2
Source: the OMol25 dataset
Level of theory: the ωB97M-V functional and the def2-TZVPD basis

The calculation puts the energy above the lowest of the compared OMol25 structures with the same formula, charge and spin at 285.86 kJ/mol. The value obtained for the HOMO energy is -10.0 eV. Its SMILES is CCF.F. The calculation puts the total energy at -279.412761 a.u.

```
10
Properties=species:S:1:pos:R:3:mulliken_charge:R:1
C -1.15777 0.84685 -0.01118 -0.9934
C -0.89391 -0.64201 0.00505 -0.0944
F 0.47480 -0.87296 0.01187 -0.2656
H -0.72237 1.32412 0.87199 0.2595
H -2.23345 1.04408 -0.01428 0.3492
H -0.71690 1.30338 -0.90254 0.2841
H -1.31889 -1.10758 0.90136 0.2253
H -1.31673 -1.13390 -0.87947 0.2323
F 1.44108 0.49049 -0.09270 -0.3772
H 1.37552 0.78312 0.78721 0.3802
```

---

Formula: C3H14O5S
Source: the OMol25 dataset
Level of theory: the ωB97M-V functional and the def2-TZVPD basis

The expectation value of S² is 0.753. The value obtained for the HOMO energy (alpha / beta) is -4.9 / -4.9 eV. As for the total charge: -1. The calculation puts the total energy at -897.012818 a.u. Its spin multiplicity is 2.

```
23
Properties=species:S:1:pos:R:3:mulliken_spin:R:1
C -2.40747 0.58960 -0.21282 -0.0115
O -2.00615 1.16725 -1.46160 -0.0002
C -1.40871 -0.34690 0.39049 0.0513
C -1.98020 -0.88349 1.67426 -0.0617
S -1.10796 -0.35316 3.23819 1.0068
H -2.54162 1.46215 0.43670 0.0017
H -3.41586 0.16806 -0.51206 0.0032
H -0.40341 0.19532 0.47355 -0.0281
H -1.17219 -1.27910 -0.28711 0.0028
H -2.00698 -1.93474 1.67036 -0.0087
H -3.01248 -0.52445 1.91908 0.0448
H 1.38518 -0.70390 -2.71379 0.0000
H 2.39916 -1.15574 -1.58444 -0.0002
O 2.12495 -1.14726 -2.63640 0.0000
H 2.76620 -1.53400 0.54174 0.0005
H 3.28682 -0.52674 -0.25068 0.0002
O 3.22551 -1.53275 -0.20232 0.0004
H 0.73921 2.01540 -1.23540 -0.0001
H -1.23898 1.78434 -1.40644 -0.0001
O 1.21347 1.23026 -1.00273 0.0005
H 1.62909 1.01249 1.87157 -0.0017
H 1.67107 1.38249 0.11685 -0.0008
O 2.26137 0.91485 1.17299 0.0009
```